# C22H53B2N11O30

A cluster of 11 separate species, C22H53B2N11O30 in total (ωB97M-V/def2-TZVPD, the Open Molecules 2025 dataset).

```
118
Properties=species:S:1:pos:R:3:forces:R:3
C 3.074027 1.826110 0.996007 -0.94 0.14 -0.65
C 2.152066 0.792911 1.590483 0.84 1.97 -2.86
O 2.247719 0.452983 2.694794 0.09 -1.83 3.61
O 1.199670 0.356756 0.730429 -0.08 -0.49 -0.33
C 0.996859 -1.056935 0.734404 -0.35 -0.32 -1.05
C -0.462876 -1.480996 0.901299 -0.09 -0.81 1.50
C -0.684223 -2.906641 0.411874 0.96 0.24 -0.87
B -0.661122 -3.117136 -1.172364 -0.82 0.08 -0.03
O -1.614339 -3.974005 -1.704520 0.50 -0.32 -0.08
O 0.192733 -2.514359 -2.056351 0.35 -0.41 0.17
O -0.608070 -1.654956 2.363231 0.58 -0.12 0.68
C -0.811450 -0.439184 2.906020 -1.63 -2.53 -6.56
O -0.535918 -0.082020 3.934923 1.18 2.25 6.18
O -1.435599 0.302577 1.926530 -0.75 0.96 0.36
C -1.594611 -0.428524 0.748360 0.74 -1.25 -1.55
O -2.804451 -1.230561 0.625939 -0.01 0.73 0.94
C -3.739634 -1.031222 1.678502 -0.68 -0.14 -0.28
C -4.464982 0.305312 1.595291 -0.70 -0.63 -0.15
C -5.255989 0.461675 0.291880 0.07 0.54 0.46
O -5.435993 0.250048 2.654047 0.35 0.29 0.35
B -1.652280 0.475790 -0.575401 0.46 0.94 0.13
O -1.923794 1.842276 -0.404033 -0.28 -0.55 -0.22
N -1.394349 -0.052034 -1.901000 -0.53 0.69 0.45
C -2.700832 -0.491345 -2.495970 0.86 -0.08 0.36
C -0.775851 0.991429 -2.728359 -0.24 -0.28 -0.54
H 2.625343 2.785619 1.236192 0.17 0.22 0.14
H 3.068581 1.779626 -0.088652 0.18 -0.16 0.00
H 4.068827 1.776089 1.417332 0.03 -0.06 0.18
H 1.561332 -1.566941 1.512086 -0.06 0.28 0.38
H 1.393630 -1.435415 -0.205696 -0.23 0.19 -0.25
H 0.170149 -3.479892 0.803701 0.02 0.03 0.05
H -1.559266 -3.335528 0.883255 -0.23 0.14 -0.01
H -1.717559 -4.719178 -1.103150 -0.55 0.13 0.08
H 1.068187 -2.912792 -1.944781 0.09 0.31 -0.14
H -3.337322 -1.202466 2.677743 0.32 0.16 -0.03
H -4.519397 -1.780905 1.538995 0.10 -0.15 -0.11
H -3.785759 1.138513 1.740526 0.08 0.05 0.07
H -6.116929 1.077012 0.543348 -0.06 0.12 -0.07
H -5.648081 -0.484605 -0.073980 0.25 -0.05 -0.17
H -4.701349 1.022958 -0.459323 0.02 -0.31 -0.29
H -5.267307 1.001729 3.230534 -0.17 -0.10 0.03
H -2.844786 1.984202 -0.146652 0.26 0.27 0.37
H -2.609907 -1.531614 -2.798531 -0.32 -0.07 -0.13
H -3.505911 -0.358336 -1.773696 -0.19 -0.31 -0.10
H -2.920413 0.139446 -3.354216 -0.09 -0.06 -0.13
H -0.498867 0.569407 -3.695012 0.24 -0.18 0.05
H -1.475752 1.801698 -2.956553 0.03 0.17 0.19
H 0.107885 1.397666 -2.247027 0.12 0.02 0.03
C 2.307088 6.387907 3.059365 -0.17 -0.21 0.03
N 3.347191 5.976419 2.079421 -0.06 -0.07 0.03
O 3.497812 4.784265 1.879541 0.11 0.32 -0.01
O 3.979213 6.863404 1.543660 -0.04 -0.16 0.03
H 1.829633 5.496438 3.452138 0.07 -0.06 -0.09
H 2.802444 6.941694 3.848481 -0.09 0.03 -0.24
H 1.590190 7.012323 2.533122 0.10 0.09 -0.01
C -2.692032 4.269096 2.893124 0.08 0.14 0.11
N -4.063782 4.301654 2.310197 0.15 0.09 0.05
O -4.790111 5.222049 2.615432 0.02 -0.19 -0.10
O -4.354386 3.387385 1.559695 -0.11 0.19 0.03
H -2.569738 5.133903 3.535121 -0.10 0.01 -0.02
H -2.597391 3.346065 3.459093 0.05 -0.07 -0.13
H -1.986329 4.291366 2.067000 -0.03 -0.17 -0.02
C 4.623279 3.312293 -3.201592 0.21 -0.01 -0.16
N 3.717970 2.172754 -2.884371 0.05 -0.02 -0.08
O 4.017468 1.076208 -3.313958 -0.12 0.14 0.10
O 2.737044 2.424740 -2.212548 0.08 -0.07 -0.17
H 5.449992 2.943408 -3.800486 -0.05 -0.10 0.07
H 4.040320 4.046634 -3.750912 -0.06 0.04 0.15
H 4.978497 3.722085 -2.260117 -0.13 0.06 0.01
C 4.450053 -3.326561 0.681053 0.12 -0.04 0.12
N 3.298742 -4.047928 0.071338 0.03 -0.11 0.09
O 2.995939 -5.126043 0.531569 -0.07 0.18 -0.14
O 2.736064 -3.493148 -0.857213 0.08 -0.07 0.11
H 4.847799 -3.931708 1.487286 -0.08 -0.05 -0.03
H 5.191540 -3.177769 -0.098754 -0.09 0.09 -0.04
H 4.079193 -2.375173 1.053790 0.00 0.03 -0.11
C 5.708294 1.772698 -6.929552 -0.05 -0.02 -0.19
N 6.998341 2.175816 -6.302178 -0.07 -0.01 -0.17
O 7.833886 2.691414 -7.013460 0.00 -0.08 0.22
O 7.122598 1.953669 -5.110365 0.11 0.06 -0.18
H 5.741017 2.026244 -7.982664 0.10 0.03 0.03
H 5.599923 0.700711 -6.792068 -0.03 0.03 0.12
H 4.912672 2.313470 -6.424725 0.02 -0.10 0.11
C 4.562337 8.577387 7.033883 0.16 -0.05 0.11
N 4.022155 7.950824 5.795997 0.07 0.11 0.13
O 4.610450 6.988713 5.347293 -0.16 0.13 -0.02
O 3.020021 8.453602 5.318164 0.27 -0.07 0.19
H 5.445817 8.029550 7.340473 -0.03 -0.05 -0.08
H 4.805419 9.609132 6.797395 -0.12 0.01 0.00
H 3.786647 8.522855 7.792091 -0.05 0.09 -0.06
C -6.164801 -4.708548 1.679992 -0.02 -0.15 -0.15
N -6.938839 -3.906291 0.691227 -0.03 -0.02 0.15
O -7.922729 -4.413633 0.197034 0.16 0.16 -0.02
O -6.524513 -2.786507 0.445073 -0.13 -0.12 0.01
H -6.640715 -5.674131 1.800543 0.04 0.25 -0.16
H -5.155557 -4.818560 1.289774 0.02 0.17 0.04
H -6.163414 -4.156925 2.616392 0.08 0.08 -0.06
C -7.033049 -8.225421 5.074975 0.09 -0.12 0.11
N -6.595923 -7.676176 3.761552 0.03 -0.07 0.03
O -5.517399 -8.027444 3.331273 -0.16 0.13 -0.02
O -7.358513 -6.905635 3.206818 -0.02 -0.43 0.33
H -6.260737 -8.889404 5.445519 0.04 0.03 -0.08
H -7.180813 -7.385267 5.747246 -0.10 0.01 -0.06
H -7.962961 -8.761824 4.910533 -0.05 0.11 -0.01
C -5.117836 -3.840165 -2.058704 0.06 -0.06 0.09
N -5.432429 -4.084281 -3.492833 -0.02 -0.10 0.03
O -6.058187 -5.089064 -3.771465 0.12 0.17 -0.05
O -5.037966 -3.254834 -4.287435 -0.08 -0.11 0.07
H -5.528911 -4.654207 -1.471995 -0.08 -0.05 -0.15
H -4.035492 -3.800146 -1.961657 0.02 0.15 -0.08
H -5.571443 -2.894841 -1.778519 0.07 0.04 -0.05
C 10.153021 -0.579019 -6.484255 0.11 -0.03 0.15
N 9.061680 -1.450242 -7.005117 0.04 -0.03 0.06
O 8.940265 -2.555625 -6.518988 -0.05 0.16 -0.13
O 8.365993 -0.983767 -7.886994 0.00 -0.07 0.14
H 10.685868 -1.118861 -5.710049 -0.07 -0.06 -0.03
H 10.808448 -0.344089 -7.317666 -0.09 0.08 -0.03
H 9.691615 0.320786 -6.085436 0.00 0.04 -0.12
```
Forces are in eV/Å.

Calculated values
E_HOMO, eV: -8.37
SMILES: CC(=O)OC[C@@]1(CB(O)O)OC(=O)O[C@@]1(OC[C@@H](C)O)B(O)N(C)C.C[N+](=O)[O-].C[N+](=O)[O-].C[N+](=O)[O-].C[N+](=O)[O-].C[N+](=O)[O-].C[N+](=O)[O-].C[N+](=O)[O-].C[N+](=O)[O-].C[N+](=O)[O-].C[N+](=O)[O-]
Orbital gap, eV: 7.99
Lowest unoccupied orbital energy, eV: -0.4